(1)
DFT (ωB97M-V/def2-TZVPD) results for a 2-piece molecular cluster, C2H6N3O2 overall in a non-equilibrium geometry.

Properties
- electronic energy (eV) = -10728.6721
- molar mass (g mol⁻¹) = 104.09
- spin multiplicity = 3
- net charge = -1
- HOMO-LUMO gap (alpha / beta) (eV) = 6.58 / 4.74

Element x y z (Å)
C 0.6807 -1.7423 -2.1942
C 0.7629 0.8343 0.7920
N -0.5390 0.2504 1.1289
N -0.4516 -1.2027 -1.8252
N -1.5529 0.9329 1.6360
O -1.4170 2.0275 2.1887
O -2.6450 0.3480 1.4909
H 0.6625 1.9685 1.2892
H 0.6937 -2.2157 -3.2164
H 1.5906 -1.5871 -1.5390
H 0.9813 0.7028 -0.2156
H 1.5849 0.4332 1.3705
H -0.3510 -0.7499 -0.9058

Forces on atoms 1 to 6 (eV/Å):
C 1.59 -1.98 -2.71
C -2.34 3.79 5.01
N 0.50 -1.35 -1.12
N 1.00 1.11 2.16
N 1.72 -1.63 -1.71
O -0.09 0.87 0.44

***

(2)
DFT (ωB97M-V/def2-TZVPD) results for a 2-piece molecular cluster, C2H6N3O2 overall in a non-equilibrium geometry.

Properties
- electronic energy (eV) = -10726.5826
- molar mass (g mol⁻¹) = 104.09
- net charge = +1
- HOMO-LUMO gap (eV) = 8.53

Element x y z (Å)
C -2.0930 0.7163 -0.0114
C 0.8178 0.1579 -0.0674
N 1.2095 1.3645 -0.0704
N -0.2947 -0.3716 -0.2814
N -0.7799 -1.6866 -0.1163
O -2.9654 -0.0043 0.1997
O 1.8992 -0.6270 0.2682
H -1.6665 1.7592 0.1307
H 0.7361 2.1617 -0.4774
H 2.2139 1.4335 0.2641
H 0.0000 -2.2203 -0.3998
H -1.4793 -1.8798 -0.7906
H 1.6490 -1.5397 0.4877

Forces on atoms 1 to 6 (eV/Å):
C 1.10 -1.27 1.40
C 2.28 -5.29 1.24
N 2.45 4.46 0.36
N -6.27 2.06 -0.93
N 1.87 0.90 1.28
O 1.63 1.62 -0.94

***

(3)
DFT (ωB97M-V/def2-TZVPD) results for an isolated ion of composition C2H6N3O2 and charge +1 in a non-equilibrium geometry.

Properties
- electronic energy (eV) = -10726.6457
- molar mass (g mol⁻¹) = 104.09
- net charge = +1
- SMILES = [NH2+]=C(O)N1N[C@H]1O
- HOMO-LUMO gap (eV) = 11.29

Element x y z (Å)
N 2.0030 -0.2328 0.5979
C 1.0764 0.6690 0.4277
O 1.3640 1.8809 0.6595
N -0.1662 0.3334 -0.0059
N -1.3973 1.1195 0.0330
C -1.2139 -0.6304 -0.0786
O -1.4190 -1.2479 -1.3039
H 1.9743 -1.3108 0.4316
H 3.0007 0.1775 0.7923
H 0.4742 2.3921 0.7021
H -1.7988 1.3659 -0.9370
H -1.7076 -0.8948 0.8198
H -1.7217 -2.1341 -1.2493

Forces on atoms 1 to 6 (eV/Å):
N 3.87 -1.81 0.31
C -2.36 -2.67 -0.71
O -1.90 2.57 0.33
N -0.61 0.07 -1.08
N -0.30 -2.22 -0.87
C 0.38 2.88 -1.82

***

(4)
DFT (ωB97M-V/def2-TZVPD) results for an isolated ion of composition C2H6N3O2 and charge +1 in a non-equilibrium geometry.

Properties
- electronic energy (eV) = -10724.0064
- molar mass (g mol⁻¹) = 104.09
- net charge = +1
- SMILES = [NH2+]=C1CNON1O
- HOMO-LUMO gap (eV) = 9.98

Element x y z (Å)
N 0.7204 -1.7141 0.1960
C 0.1082 -0.5856 0.0008
C -1.3848 -0.1862 0.0861
N -1.1467 1.2520 0.3684
O -0.0314 1.6848 -0.3778
N 0.7419 0.5045 -0.3370
O 2.1097 0.6172 -0.3179
H 0.4405 -2.6657 -0.0386
H 1.6631 -1.6051 0.2240
H -1.8639 -0.2762 -0.8591
H -1.8774 -0.4840 0.9249
H -1.8193 1.9634 0.2868
H 2.3396 1.4950 -0.1567

Forces on atoms 1 to 6 (eV/Å):
N -1.71 -1.35 0.04
C -2.06 1.23 -0.49
C 2.54 2.95 -1.98
N 0.99 -1.17 1.82
O 1.46 -1.19 -0.67
N 0.40 1.12 0.44

***

(5)
DFT (ωB97M-V/def2-TZVPD) results for an isolated ion of composition C2H6N3O2 and charge +1 in a non-equilibrium geometry.

Properties
- electronic energy (eV) = -10724.4932
- molar mass (g mol⁻¹) = 104.09
- net charge = +1
- HOMO-LUMO gap (alpha / beta) (eV) = 7.89 / 8.88

Element x y z (Å)
C -0.1528 -0.8320 1.2678
C 0.6428 -0.0853 0.4010
N 1.9558 0.1188 0.5412
N 0.0876 1.3149 -2.1462
N -1.4483 -1.0272 1.0954
O -0.0082 0.4429 -0.7319
O -1.1876 1.3863 -2.4186
H 0.3382 -1.2745 2.1224
H 2.4484 0.6534 -0.1586
H 2.4796 -0.2831 1.2999
H -1.9004 -0.6030 0.2964
H -1.9891 -1.5781 1.7450
H -1.2659 1.7670 -3.3137

Forces on atoms 1 to 6 (eV/Å):
C 0.42 -0.01 0.24
C -0.01 2.03 -3.76
N -0.39 -0.03 -0.05
N 0.64 -0.78 1.73
N -0.23 0.12 -0.25
O -0.97 -0.85 1.15

***

(6)
DFT (ωB97M-V/def2-TZVPD) results for one molecule with the formula C2H6N3OP in a non-equilibrium geometry.

Properties
- electronic energy (eV) = -17969.8452
- molar mass (g mol⁻¹) = 119.06
- spin multiplicity = 3
- HOMO-LUMO gap (alpha / beta) (eV) = 6.53 / 6.34

Element x y z (Å)
C -0.3027 -1.1948 -1.4054
C -0.3258 0.1032 -0.5942
N -0.0366 -0.5400 1.8527
N 0.6382 -0.2708 0.5825
N 0.6791 0.6525 1.6180
O 1.6236 2.5280 0.4625
P 1.0442 2.2346 1.7492
H 0.6329 -1.5883 -1.3112
H -0.5954 -1.0503 -2.5424
H -1.1130 -1.8163 -0.9896
H -1.3281 0.2630 -0.1001
H 0.1015 0.9459 -1.2315
H -1.0179 -0.2667 1.9095

Forces on atoms 1 to 6 (eV/Å):
C -4.28 1.58 -2.05
C 0.65 -0.31 0.24
N 0.39 0.56 1.17
N -1.32 1.65 -1.10
N 0.67 -6.39 -0.92
O 2.29 0.80 -4.97